Molecular formula: C2O2S2
Method: DFT, the ωB97M-V functional and the def2-TZVPD basis

Each line ends with the Mulliken charge.
Element x y z (Å)
O  -1.678667  -1.308141  0.761448  -0.364
C  -1.660174  -0.294405  0.164138  0.668
S  -1.737780  0.798502  -0.958316  -0.289
O  0.735272  -0.152407  0.739068  -0.413
C  1.629707  0.145860  0.064187  0.737
S  2.711640  0.810591  -0.770527  -0.338

Forces on the atoms, in the same order (eV/Å):
-0.012 2.651 -0.553
-0.680 -3.126 -0.156
0.023 0.396 0.547
1.029 -0.574 -0.113
-2.064 0.225 1.595
1.705 0.429 -1.320

Summary:
SMILES: O=C=S.O=C=S
Orbital gap (eV): 10.87
LUMO level (eV): 0.34
HOMO level (eV): -10.53
Electronic energy (eV): -27839.753
2S+1: 1
Net charge: 0

---

Molecular formula: C27H75Cl6N12O9P3
Method: DFT, the ωB97M-V functional and the def2-TZVPD basis

Each line ends with the Mulliken charge.
Element x y z (Å)
C  -5.113183  3.032633  -0.397793  -0.815
N  -5.074653  4.439668  -0.060575  0.496
C  -5.953992  5.295987  -0.843609  -0.986
P  -4.690046  4.975697  1.471030  -0.166
O  -5.472996  6.119659  1.936526  -0.854
N  -4.809396  3.700134  2.525290  0.454
C  -3.832756  2.635057  2.688908  -0.740
C  -6.071452  3.459854  3.208242  -1.111
N  -3.066554  5.281101  1.373319  0.491
C  -2.208230  4.703412  0.365692  -0.652
C  -2.551695  6.416979  2.150206  -1.107
H  -6.055801  2.533252  -0.136586  0.274
H  -4.256803  2.516988  0.030407  0.055
H  -5.018493  2.917684  -1.482869  0.436
H  -5.563519  6.305756  -0.949023  0.266
H  -6.954678  5.412498  -0.400582  0.309
H  -6.141200  4.816693  -1.804776  0.340
H  -4.354889  1.675248  2.689576  0.489
H  -3.070304  2.624864  1.915635  -0.120
H  -3.307581  2.760538  3.642998  0.296
H  -5.895865  3.197912  4.252113  0.377
H  -6.613398  4.408845  3.253588  0.335
H  -6.726398  2.769255  2.668718  0.303
H  -2.287550  3.618031  0.367508  -0.155
H  -2.361699  5.111959  -0.639713  0.275
H  -1.168081  4.953583  0.591870  0.457
H  -3.117626  7.334858  2.000694  0.287
H  -1.494509  6.580017  1.953812  0.462
H  -2.650722  6.157390  3.211702  0.345
C  1.438369  -1.596130  4.522709  -0.476
N  2.554703  -2.465966  4.841485  0.405
C  2.815337  -2.605012  6.260432  -1.061
P  2.970830  -3.721000  3.860453  0.139
O  4.108600  -4.475994  4.415043  -0.843
N  1.681470  -4.739034  3.607926  0.154
C  0.382494  -4.309556  3.103609  -0.078
C  1.941320  -6.169053  3.647003  -1.060
N  3.203731  -2.972523  2.399626  0.323
C  3.186127  -3.803385  1.193274  -0.702
C  4.054875  -1.804413  2.270337  -1.060
H  1.530418  -1.227428  3.506233  -0.296
H  1.468351  -0.753419  5.220607  0.533
H  0.470556  -2.071288  4.725760  0.144
H  2.968415  -1.612424  6.692698  0.333
H  3.680854  -3.235624  6.434777  0.369
H  1.953369  -3.043091  6.788561  0.326
H  -0.285075  -3.996140  3.911174  0.194
H  0.529944  -3.460677  2.435130  -0.342
H  -0.093863  -5.110262  2.541635  0.444
H  2.977661  -6.397275  3.399465  0.371
H  1.819508  -6.584894  4.654132  0.325
H  1.273627  -6.676841  2.951760  0.340
H  2.581373  -4.692679  1.334985  0.266
H  2.739886  -3.213493  0.388639  -0.048
H  4.203685  -4.074970  0.899034  0.358
H  5.052679  -1.976420  2.692132  0.399
H  3.631595  -0.912992  2.738364  0.277
H  4.215027  -1.536306  1.225682  0.314
C  -0.676405  1.514741  -0.963595  -1.004
N  0.504117  1.091155  -1.690446  0.754
C  1.031789  2.078555  -2.613086  -1.195
P  0.721854  -0.525916  -1.954474  -0.573
O  -0.291864  -1.154154  -2.830663  -1.020
N  2.241669  -0.712673  -2.526640  0.317
C  3.389697  -0.306420  -1.729214  -0.979
C  2.448924  -0.968122  -3.956182  -0.757
N  0.728319  -1.217283  -0.448908  1.339
C  1.041356  -0.623768  0.833740  0.723
C  0.103932  -2.530986  -0.369177  -0.335
H  -0.456191  2.439142  -0.416259  0.231
H  -0.968842  0.750793  -0.245395  0.037
H  -1.522035  1.749968  -1.623820  0.393
H  2.068258  1.866109  -2.867954  0.376
H  0.963695  3.066445  -2.153910  0.388
H  0.422905  2.109052  -3.526032  0.188
H  4.203999  -0.019995  -2.387944  0.604
H  3.134535  0.555678  -1.102306  0.424
H  3.673155  -1.107751  -1.041191  -0.134
H  1.639450  -0.577202  -4.573534  0.248
H  3.365776  -0.521025  -4.343837  0.263
H  2.502742  -2.048139  -4.117507  0.238
H  0.165009  -0.206924  1.360206  0.122
H  1.434643  -1.413124  1.472410  -1.262
H  1.691089  0.244085  0.728987  0.476
H  -0.120112  -2.806096  0.655622  -0.572
H  0.820270  -3.288016  -0.721915  0.034
H  -0.791247  -2.651418  -0.973274  0.347
C  -3.442815  -0.454625  -3.190288  -0.416
N  -3.245735  0.645805  -4.157812  1.038
O  -3.022075  1.757359  -3.697829  -0.560
O  -3.319554  0.388258  -5.330531  -0.566
H  -3.751919  0.025822  -2.264978  0.096
H  -2.513382  -0.985871  -2.993349  0.063
H  -4.221794  -1.115307  -3.553014  0.394
C  0.277609  4.055483  3.376018  -0.785
N  0.598830  2.701435  2.846780  1.071
O  1.633815  2.590951  2.223437  -0.559
O  -0.140238  1.789568  3.153411  -0.484
H  1.205135  4.504116  3.717020  0.354
H  -0.363728  3.980889  4.247715  0.281
H  -0.198129  4.609339  2.574518  0.140
C  -2.776865  -1.484374  2.984366  -0.068
N  -3.319878  -2.716101  2.349468  0.963
O  -4.423265  -3.097335  2.665946  -0.582
O  -2.559947  -3.298650  1.611615  -0.545
H  -1.865436  -1.808065  3.477428  -0.102
H  -3.515028  -1.043420  3.641090  0.315
H  -2.529081  -0.793414  2.181729  0.026
Cl  -1.454497  -5.565770  -1.499210  -0.158
C  -0.642535  -5.786258  -3.092856  -0.426
C  -0.229081  -4.429877  -3.581056  0.212
Cl  0.630584  -4.607399  -5.150519  -0.221
H  -1.412187  -6.226617  -3.715185  0.347
H  0.227485  -6.423605  -2.978566  0.314
H  0.429433  -3.909642  -2.892680  -0.219
H  -1.055104  -3.754013  -3.782758  0.137
Cl  6.476483  -3.875024  -3.929847  -0.177
C  7.477227  -2.572262  -3.241691  -0.451
C  7.050005  -1.225212  -3.780040  0.170
Cl  7.683127  -0.972832  -5.429676  -0.187
H  8.513048  -2.729364  -3.529705  0.348
H  7.371793  -2.633139  -2.162250  0.287
H  7.476493  -0.418652  -3.184053  0.300
H  5.971164  -1.095577  -3.782557  -0.224
Cl  0.155468  1.338193  -6.992142  -0.158
C  0.611459  2.959691  -6.428356  0.012
C  1.869012  3.445670  -7.098282  -0.499
Cl  3.322905  2.549288  -6.580079  -0.170
H  0.734111  2.929430  -5.352211  -0.051
H  -0.190745  3.626581  -6.738316  0.334
H  2.061436  4.494172  -6.883549  0.313
H  1.774114  3.326381  -8.175836  0.338

Forces on the atoms, in the same order (eV/Å):
-0.078 -0.072 -0.473
-0.289 0.131 0.090
-0.834 -0.043 0.061
0.514 -0.792 -0.060
-0.382 0.577 -0.048
-0.006 -0.372 -0.019
-0.058 0.361 0.315
-0.285 1.107 -0.166
0.571 0.642 0.033
0.323 0.372 -0.214
-0.390 -0.600 0.741
0.126 -0.012 0.307
-0.147 -0.181 0.155
0.113 0.124 0.043
0.193 -0.080 -0.193
0.190 -0.075 0.162
0.372 0.233 -0.183
0.130 -0.103 -0.043
-0.042 0.021 -0.100
-0.020 -0.215 0.028
-0.012 -0.461 -0.095
0.058 -0.058 -0.070
0.170 -0.393 0.273
0.007 -0.027 -0.339
-0.280 -0.273 -0.025
-0.008 -0.133 0.181
0.050 0.009 -0.220
-0.013 0.008 -0.223
0.107 0.272 0.031
0.126 0.151 0.726
0.001 0.345 -0.037
-0.429 0.003 0.387
0.275 -0.341 -0.052
0.070 -0.090 0.046
0.059 -0.106 -0.206
0.451 0.306 0.200
0.223 -0.377 0.509
-0.573 0.030 -0.607
0.086 0.518 0.001
0.549 0.314 0.316
-0.295 -0.015 -0.028
0.130 0.154 -0.243
-0.038 -0.031 -0.331
0.166 -0.036 -0.025
0.061 0.046 -0.077
0.091 -0.040 -0.050
-0.127 -0.123 -0.041
-0.163 0.041 -0.011
-0.003 -0.018 -0.034
-0.045 0.130 -0.224
-0.307 -0.013 -0.104
0.016 -0.077 0.009
0.045 -0.100 0.056
0.058 -0.088 -0.119
-0.037 -0.193 -0.016
-0.072 0.023 0.064
-0.057 -0.144 0.172
-0.238 -0.237 -0.117
-0.172 0.400 -0.045
0.424 0.199 0.634
-0.426 -0.069 -0.204
-0.321 -0.202 0.401
0.036 -0.173 -0.220
0.486 0.638 -1.010
-0.614 -0.089 0.413
-0.135 -0.533 -0.158
-0.854 0.177 0.150
-0.509 0.520 -0.002
0.620 -0.846 -0.286
0.113 -0.125 0.084
-0.085 -0.012 -0.039
0.030 -0.205 -0.034
-0.009 -0.001 -0.049
0.144 -0.010 0.075
0.137 0.020 -0.020
0.158 -0.087 0.058
0.095 0.046 -0.086
0.341 -0.021 -0.130
-0.110 -0.043 0.165
0.082 0.117 0.315
0.054 0.060 -0.246
-0.109 -0.251 -0.145
0.470 0.249 0.036
0.381 -0.284 0.057
-0.174 0.257 0.086
-0.192 -0.074 0.006
-0.073 0.285 0.050
-0.419 -0.001 0.856
0.245 0.162 0.266
0.031 -0.135 -0.074
-0.012 -0.069 -0.404
-0.056 -0.066 -0.002
0.257 0.143 -0.417
0.080 -0.017 -0.206
0.051 0.183 0.401
0.476 0.038 0.839
-0.252 -0.042 -0.275
-0.228 -0.125 -0.282
0.127 0.084 -0.444
-0.307 -0.309 -0.244
0.049 0.124 0.015
0.016 0.202 -0.324
0.054 -0.088 0.581
-0.220 0.132 -0.089
0.159 -0.186 -0.448
0.000 0.184 0.165
-0.021 -0.178 0.150
0.091 -0.047 -0.021
0.185 -0.108 0.075
-0.385 0.321 0.307
0.082 0.572 -0.471
0.053 -0.045 0.120
0.237 -0.173 -0.255
-0.131 -0.202 0.097
0.126 -0.148 -0.006
-0.152 -0.148 0.118
0.060 -0.095 -0.041
-0.069 0.221 -0.214
0.162 0.309 0.241
-0.208 -0.022 -0.065
0.007 -0.257 0.121
-0.017 0.112 0.038
0.065 -0.119 0.097
-0.031 -0.147 -0.166
0.012 -0.153 0.109
0.150 0.179 -0.320
0.144 -0.048 -0.314
-0.013 -0.054 0.047
-0.176 0.061 0.040
-0.112 0.015 0.290
-0.117 0.018 0.132
0.118 -0.019 0.010

Summary:
SMILES: CN(C)P(=O)(N(C)C)N(C)C.CN(C)P(=O)(N(C)C)N(C)C.CN(C)P(=O)(N(C)C)N(C)C.C[N+](=O)[O-].C[N+](=O)[O-].C[N+](=O)[O-].ClCCCl.ClCCCl.ClCCCl
Orbital gap (eV): 8.27
LUMO level (eV): -0.49
HOMO level (eV): -8.76
Electronic energy (eV): -168522.181
2S+1: 1
Net charge: 0

---

Molecular formula: C23H27F3N2O3
Method: DFT, the ωB97M-V functional and the def2-TZVPD basis

Each line ends with the Mulliken charge.
Element x y z (Å)
C  4.015568  2.440077  -2.299063  -0.743
O  3.399459  1.174947  -2.229459  -0.456
C  2.040163  1.111890  -2.246296  0.542
C  1.491811  -0.164572  -2.370277  -0.837
C  0.126833  -0.337775  -2.434047  -0.150
C  -0.740639  0.747919  -2.348012  0.931
C  -2.234992  0.568679  -2.441875  -1.405
C  -2.750911  -0.287948  -1.288289  0.628
O  -3.150186  0.182408  -0.246438  -0.642
N  -2.707587  -1.615489  -1.544018  0.002
C  -3.036921  -2.647852  -0.579511  -1.649
C  -2.291945  -2.493876  0.752022  0.906
C  -2.488882  -3.726392  1.632775  -1.139
C  -1.734362  -3.536683  2.945431  -0.669
C  -0.266477  -3.208652  2.677391  -0.776
N  -0.195039  -2.021105  1.855184  0.414
C  1.103708  -1.394348  1.773965  -1.321
C  0.996947  0.086715  1.497822  0.320
C  2.144774  0.826891  1.253264  -1.026
C  2.089073  2.196809  1.055734  -0.249
C  0.857876  2.825064  1.080177  0.372
O  0.671483  4.213780  0.873633  -0.377
C  1.695595  5.026809  0.860020  0.890
F  2.529157  4.861462  -0.194558  -0.221
F  1.260053  6.281776  0.783551  -0.293
F  2.491425  4.959849  1.942431  -0.258
C  -0.302729  2.104301  1.306740  -0.538
C  -0.226804  0.744166  1.527814  -0.054
C  -0.793038  -2.261388  0.559447  -0.228
C  -0.187153  2.009923  -2.196035  -0.838
C  1.183677  2.202339  -2.160963  -0.094
H  5.085452  2.243181  -2.346462  0.286
H  3.706842  2.984149  -3.197008  0.351
H  3.799468  3.050484  -1.419403  0.198
H  2.162773  -1.006629  -2.436108  0.453
H  -0.260491  -1.337234  -2.567545  0.133
H  -2.720943  1.542132  -2.378739  0.448
H  -2.497163  0.102239  -3.394684  0.402
H  -2.365309  -1.918053  -2.440162  0.320
H  -4.114389  -2.625666  -0.379165  0.335
H  -2.790658  -3.610013  -1.034483  0.489
H  -2.694840  -1.618635  1.266425  0.163
H  -3.550279  -3.887705  1.829482  0.371
H  -2.103913  -4.609292  1.114435  0.389
H  -2.178210  -2.707949  3.498086  0.326
H  -1.803992  -4.437583  3.557297  0.414
H  0.242843  -3.014237  3.624330  0.417
H  0.224482  -4.075198  2.194217  0.362
H  1.606332  -1.519418  2.739127  0.535
H  1.751167  -1.859639  1.007588  0.303
H  3.105640  0.334877  1.223034  0.402
H  3.005740  2.741949  0.895308  0.517
H  -1.250863  2.614967  1.311856  0.496
H  -1.127017  0.188423  1.727832  0.344
H  -0.621478  -1.382378  -0.063478  -0.447
H  -0.336281  -3.137399  0.057213  0.280
H  -0.835179  2.870313  -2.117812  0.296
H  1.570331  3.204594  -2.069741  0.379

Forces on the atoms, in the same order (eV/Å):
0.099 0.189 -0.015
-0.163 -0.263 0.075
-0.212 -0.070 -0.082
0.188 0.079 -0.004
0.094 0.116 -0.049
0.018 0.158 -0.051
-0.004 0.008 0.229
-0.007 0.127 -0.783
-0.139 0.190 0.478
0.060 -0.437 -0.235
-0.041 0.169 0.469
0.043 -0.256 -0.278
-0.023 0.310 0.099
0.163 -0.233 -0.118
-0.188 -0.004 0.272
0.250 -0.139 0.007
0.008 -0.066 0.062
0.037 0.065 -0.026
-0.212 0.044 0.024
0.130 0.143 0.019
-0.131 -0.031 0.146
-0.708 -1.044 0.028
1.323 1.243 0.019
-0.075 -0.312 -0.286
-0.376 0.068 -0.004
-0.154 -0.269 0.245
0.252 0.404 -0.051
0.142 -0.024 -0.037
-0.388 0.268 0.062
-0.118 -0.227 -0.094
0.406 0.043 -0.058
-0.060 0.066 0.000
-0.008 -0.010 0.022
-0.024 -0.011 -0.006
0.091 -0.113 -0.023
-0.009 -0.099 0.014
-0.054 -0.104 -0.016
-0.049 0.048 -0.018
-0.079 0.136 0.062
0.074 -0.108 -0.017
-0.041 0.026 -0.016
0.051 -0.055 -0.030
-0.055 -0.070 -0.030
-0.010 -0.089 -0.058
-0.007 0.014 0.084
-0.017 0.000 0.058
0.038 -0.032 -0.054
0.024 0.034 0.036
-0.014 -0.068 -0.080
-0.017 0.001 0.079
0.137 -0.067 -0.022
0.012 0.063 -0.036
-0.168 0.075 -0.005
-0.122 -0.062 -0.006
0.016 -0.070 -0.035
0.037 0.041 -0.034
-0.092 0.099 0.012
0.073 0.106 0.058

Summary:
SMILES: COc1ccc(CC(=O)NC[C@H]2CCCN(Cc3ccc(OC(F)(F)F)cc3)C2)cc1
Orbital gap (eV): 8.94
LUMO level (eV): 0.62
HOMO level (eV): -8.32
Electronic energy (eV): -41565.656
2S+1: 1
Net charge: 0